No. 1
Below is C49H47AlAsFN3O3S as an isolated structure, with properties calculated with ωB97M-V/def2-TZVPD.

Geometry as XYZ:
```
106
Properties=species:S:1:pos:R:3
Al -0.025 0.068 0.345
C 1.559 2.789 -2.055
C 0.104 3.184 -1.779
C -0.105 4.688 -1.960
C -0.803 2.348 -2.656
C -0.939 2.671 -4.001
C -1.772 1.942 -4.829
C -2.475 0.873 -4.309
C -2.341 0.495 -2.978
C -3.154 -0.681 -2.481
C -4.655 -0.373 -2.530
C -2.848 -1.946 -3.286
C -1.478 1.230 -2.144
N -1.323 0.872 -0.759
C -2.329 1.313 0.083
C -3.384 2.175 -0.258
C -4.351 2.518 0.671
C -4.304 2.061 1.983
C -3.268 1.222 2.365
C -2.352 0.881 1.409
F -1.294 -0.040 1.750
H 2.238 3.261 -1.341
H 1.855 3.083 -3.062
H 1.666 1.704 -1.977
H -0.121 2.934 -0.742
H 0.109 5.010 -2.979
H 0.559 5.244 -1.297
H -1.133 4.966 -1.727
H -0.399 3.516 -4.406
H -1.888 2.221 -5.868
H -3.152 0.322 -4.950
H -2.891 -0.870 -1.441
H -5.000 -0.272 -3.559
H -4.877 0.549 -1.994
H -5.220 -1.178 -2.055
H -3.141 -1.834 -4.330
H -3.390 -2.799 -2.873
H -1.781 -2.164 -3.270
H -3.427 2.572 -1.262
H -5.166 3.161 0.365
H -5.059 2.350 2.698
H -3.179 0.842 3.373
C -1.692 -5.788 -1.636
C -1.322 -4.429 -1.144
C -0.207 -3.746 -1.628
C 0.086 -2.493 -1.141
N -0.659 -1.870 -0.216
C -1.750 -2.504 0.228
C -2.097 -3.771 -0.190
H -0.935 -6.522 -1.357
H -1.769 -5.793 -2.724
H -2.646 -6.109 -1.223
H 0.423 -4.188 -2.387
H 0.946 -1.934 -1.499
H -2.369 -1.979 0.944
H -2.982 -4.241 0.216
O 4.418 2.274 3.410
S 3.032 2.593 3.556
O 2.473 2.624 4.872
N 2.121 1.552 2.613
C 1.404 2.202 1.773
O 0.575 1.625 0.948
C 1.576 3.669 1.760
C 0.915 4.600 0.979
C 1.280 5.935 1.098
C 2.268 6.324 1.994
C 2.896 5.388 2.811
C 2.544 4.067 2.668
H 0.134 4.286 0.303
H 0.788 6.680 0.487
H 2.549 7.365 2.070
H 3.646 5.688 3.530
C 1.439 -2.075 5.775
C 2.683 -1.686 5.302
C 2.878 -1.465 3.949
C 1.830 -1.644 3.058
C 0.581 -2.025 3.535
C 0.385 -2.242 4.891
As 2.029 -1.318 1.153
C 3.778 -0.585 0.797
C 4.923 -1.173 1.324
C 6.158 -0.577 1.130
C 6.255 0.598 0.402
C 5.123 1.161 -0.168
C 3.887 0.567 0.027
C 2.364 -3.180 0.598
C 3.361 -3.474 -0.328
C 3.701 -4.790 -0.600
C 3.036 -5.828 0.036
C 2.025 -5.544 0.942
C 1.691 -4.228 1.221
H 1.285 -2.235 6.833
H 3.504 -1.536 5.990
H 3.837 -1.105 3.604
H -0.249 -2.139 2.843
H -0.589 -2.537 5.258
H 4.843 -2.095 1.888
H 7.044 -1.032 1.549
H 7.215 1.081 0.283
H 5.201 2.059 -0.766
H 2.993 1.010 -0.400
H 3.884 -2.670 -0.833
H 4.491 -5.010 -1.305
H 3.307 -6.855 -0.166
H 1.506 -6.348 1.447
H 0.914 -4.013 1.944
```

The value obtained for the relative energy (zero: lowest compared OMol25 entry of this formula, charge and spin) is 37.6 kcal per mole. For the HOMO energy, the calculation gives -10.37 eV. The value obtained for the orbital gap is 7.64 eV. The net charge is +1.

---

No. 2
Below is C49H47CsN8O4P2S2 as an isolated structure in a non-equilibrium geometry, with properties calculated with ωB97M-V/def2-TZVPD.

Geometry as XYZ:
```
113
Properties=species:S:1:pos:R:3
Cs -0.352 -0.664 -0.098
C 1.248 -5.086 -0.466
C 1.108 -4.177 -1.632
N 0.703 -2.926 -1.572
C 0.678 -2.476 -2.880
C 1.076 -3.484 -3.718
N 1.352 -4.550 -2.904
C 1.265 -3.675 -5.181
O 0.892 -2.691 -5.963
O 1.738 -4.720 -5.579
C 0.284 -1.074 -3.269
O 0.009 -0.893 -4.473
O 0.250 -0.214 -2.360
H 1.266 -4.493 0.448
H 2.163 -5.676 -0.513
H 0.405 -5.775 -0.401
H 1.685 -5.434 -3.261
H 0.495 -1.934 -5.400
N -2.888 4.193 1.975
C -2.442 4.495 3.275
C -2.164 5.803 3.632
C -1.738 6.101 4.918
C -1.566 5.085 5.843
C -1.824 3.771 5.472
C -2.280 3.469 4.198
S -2.690 1.816 3.750
N -2.615 1.833 2.049
C -2.749 2.930 1.425
C -2.887 2.886 -0.067
C -3.898 3.603 -0.690
C -4.054 3.468 -2.062
C -3.201 2.626 -2.752
C -2.208 1.967 -2.039
N -2.041 2.096 -0.723
H -2.807 4.948 1.308
H -2.293 6.593 2.903
H -1.542 7.129 5.191
H -1.227 5.308 6.844
H -1.692 2.976 6.192
H -4.570 4.226 -0.115
H -4.840 4.006 -2.575
H -3.289 2.476 -3.817
H -1.502 1.312 -2.538
C 5.145 4.568 2.441
S 5.931 3.456 1.266
C 5.475 1.869 1.992
C 3.995 1.528 1.906
C 3.740 0.185 2.583
N 2.419 -0.424 2.332
P 2.264 -1.938 1.519
C 3.332 -3.082 2.472
C 2.670 -3.927 3.361
C 3.373 -4.776 4.203
C 4.758 -4.796 4.161
C 5.436 -3.969 3.274
C 4.727 -3.121 2.439
C 3.210 -1.662 -0.019
C 3.915 -2.695 -0.642
C 4.411 -2.539 -1.925
C 4.218 -1.345 -2.610
C 3.525 -0.313 -2.003
C 3.023 -0.475 -0.721
P 0.982 0.056 3.131
C 1.321 -0.125 4.918
C 2.316 -0.976 5.392
C 2.462 -1.211 6.753
C 1.613 -0.598 7.661
C 0.606 0.239 7.197
C 0.459 0.465 5.840
C 0.990 1.874 2.884
C 0.653 2.296 1.596
C 0.676 3.636 1.248
C 1.028 4.582 2.203
C 1.336 4.181 3.496
C 1.319 2.835 3.834
H 5.455 5.582 2.192
H 5.475 4.356 3.458
H 4.059 4.525 2.398
H 5.816 1.850 3.032
H 6.065 1.118 1.462
H 3.689 1.500 0.860
H 3.409 2.316 2.380
H 3.878 0.290 3.665
H 4.502 -0.524 2.248
H 1.586 -3.911 3.399
H 2.839 -5.419 4.888
H 5.311 -5.460 4.811
H 6.516 -3.985 3.234
H 5.267 -2.491 1.742
H 4.063 -3.642 -0.135
H 4.946 -3.353 -2.395
H 4.596 -1.230 -3.616
H 3.340 0.609 -2.537
H 2.448 0.325 -0.271
H 2.976 -1.482 4.699
H 3.239 -1.878 7.099
H 1.728 -0.774 8.721
H -0.073 0.710 7.896
H -0.340 1.102 5.482
H 0.378 1.561 0.849
H 0.428 3.930 0.237
H 1.059 5.632 1.939
H 1.591 4.917 4.245
H 1.581 2.535 4.842
N -4.377 -2.302 2.158
C -4.822 -2.220 0.863
C -3.783 -1.699 0.160
N -2.712 -1.464 0.991
C -3.106 -1.837 2.179
H -4.899 -2.635 2.951
H -5.809 -2.528 0.578
H -3.742 -1.478 -0.892
H -2.524 -1.783 3.081
```

The value obtained for the relative energy (zero: lowest compared OMol25 entry of this formula, charge and spin) is 21.3 kcal per mole. For the HOMO energy, the calculation gives -7.71 eV. The value obtained for the orbital gap is 7.74 eV.

---

No. 3
Below is C49H48BN10V as an isolated structure in a non-equilibrium geometry, with properties calculated with ωB97M-V/def2-TZVPD.

Geometry as XYZ:
```
109
Properties=species:S:1:pos:R:3
V -0.082 -0.308 -0.248
C -1.335 3.583 0.759
C -0.143 4.165 -0.016
C 0.307 3.239 -1.120
C 1.207 3.449 -2.088
C 0.536 2.111 -4.274
C -0.451 1.223 -4.233
C -0.896 0.543 -2.950
N -0.276 1.974 -1.249
N -0.999 2.295 1.357
C -0.042 2.418 2.459
C 1.040 1.384 2.279
C 2.424 1.799 2.439
C 3.585 1.110 2.401
C 3.871 -0.367 2.386
C 2.586 -1.206 2.538
N 0.647 0.239 1.815
C -2.146 1.487 1.750
C -2.823 0.628 0.703
C -4.207 0.517 0.788
C -4.891 -0.428 0.044
C -4.155 -1.225 -0.820
C -2.794 -1.023 -0.900
N -2.104 -0.141 -0.149
H -2.169 3.432 0.070
H -1.657 4.312 1.517
H 0.691 4.374 0.658
H -0.443 5.118 -0.457
H 1.766 4.377 -2.130
H 0.721 2.618 -5.216
H -1.062 1.057 -5.111
H -1.767 -0.079 -3.150
H -0.530 2.285 3.433
H 0.405 3.410 2.469
H 2.529 2.873 2.553
H 4.492 1.706 2.430
H 4.529 -0.558 3.240
H 2.831 -2.240 2.284
H -2.914 2.111 2.230
H -1.789 0.774 2.500
H -4.748 1.159 1.471
H -5.961 -0.548 0.142
H -4.626 -1.981 -1.432
H -2.201 -1.612 -1.588
C 3.580 1.100 -2.510
C 2.082 1.065 -2.631
C 1.545 2.393 -3.173
C -1.177 1.788 -2.130
N 0.085 -0.266 -2.263
N 1.423 -0.013 -2.325
B 2.213 -1.375 -1.891
N 2.874 -1.080 -0.527
N 1.879 -0.550 0.212
C 1.704 -0.616 1.480
C 4.628 -0.837 1.163
C 4.163 -1.219 -0.046
C 5.139 -1.829 -1.026
C 1.917 -1.195 3.901
C 0.697 -1.858 4.036
C 0.015 -1.862 5.239
C 0.551 -1.208 6.342
C 1.777 -0.574 6.228
C 2.453 -0.564 5.014
N 1.154 -2.473 -1.574
N 0.163 -2.278 -0.661
C -0.469 -3.449 -0.496
C 0.101 -4.397 -1.357
C 1.135 -3.745 -2.005
C 2.097 -4.312 -2.992
C -1.569 -3.672 0.450
C -1.713 -2.900 1.605
C -2.755 -3.130 2.486
C -3.668 -4.144 2.239
C -3.533 -4.921 1.098
C -2.494 -4.688 0.211
C -2.258 2.721 -2.544
C -2.074 4.034 -2.977
C -3.168 4.818 -3.309
C -4.456 4.310 -3.206
C -4.648 3.009 -2.768
C -3.556 2.217 -2.449
H 4.024 1.425 -3.453
H 4.015 0.150 -2.240
H 3.859 1.834 -1.748
H 2.398 2.827 -3.693
H 2.915 -1.718 -2.785
H 5.685 -1.002 1.324
H 5.922 -2.349 -0.481
H 5.613 -1.067 -1.647
H 4.645 -2.540 -1.683
H 0.288 -2.401 3.191
H -0.934 -2.377 5.322
H 0.024 -1.211 7.287
H 2.212 -0.079 7.086
H 3.410 -0.061 4.954
H -0.161 -5.436 -1.459
H 1.828 -5.343 -3.208
H 3.115 -4.297 -2.602
H 2.086 -3.745 -3.923
H -0.999 -2.112 1.812
H -2.850 -2.517 3.375
H -4.476 -4.337 2.933
H -4.241 -5.712 0.888
H -2.416 -5.287 -0.687
H -1.078 4.440 -3.077
H -3.013 5.831 -3.656
H -5.304 4.925 -3.476
H -5.648 2.604 -2.679
H -3.709 1.201 -2.103
```

For the HOMO energy (spin up / spin down), the calculation gives -8.85 / -7.71 eV. The value obtained for the orbital gap (spin up / spin down) is 6.33 / 5.03 eV. The net charge is +1. As for the spin multiplicity: 2.

---

No. 4
Below is C49H48CrN7O3P2S as an isolated structure in a non-equilibrium geometry, with properties calculated with ωB97M-V/def2-TZVPD.

Geometry as XYZ:
```
111
Properties=species:S:1:pos:R:3
Cr -0.087 -0.002 0.342
C -4.894 0.802 -6.060
S -5.506 1.562 -4.533
C -5.757 0.077 -3.493
C -4.790 0.016 -2.313
C -3.333 0.004 -2.785
N -2.310 0.040 -1.725
P -1.783 1.381 -0.820
C -3.245 2.162 -0.076
C -3.600 1.819 1.227
C -4.755 2.335 1.792
C -5.557 3.193 1.053
C -5.207 3.539 -0.247
C -4.049 3.032 -0.813
C -1.285 2.631 -2.031
C -1.117 3.942 -1.578
C -0.650 4.919 -2.441
C -0.361 4.598 -3.761
C -0.512 3.292 -4.207
C -0.961 2.306 -3.344
P -1.720 -1.299 -0.855
C -3.198 -2.227 -0.349
C -3.890 -3.067 -1.219
C -5.052 -3.690 -0.792
C -5.525 -3.488 0.498
C -4.848 -2.639 1.363
C -3.692 -2.006 0.937
C -0.802 -2.315 -2.037
C 0.166 -1.637 -2.786
C 0.995 -2.338 -3.644
C 0.894 -3.721 -3.727
C -0.035 -4.402 -2.953
C -0.884 -3.705 -2.106
H -4.819 1.597 -6.797
H -5.604 0.055 -6.407
H -3.913 0.353 -5.904
H -5.657 -0.798 -4.137
H -6.780 0.124 -3.126
H -5.011 -0.871 -1.723
H -4.961 0.882 -1.679
H -3.187 0.879 -3.421
H -3.142 -0.887 -3.391
H -2.965 1.139 1.788
H -5.031 2.072 2.804
H -6.459 3.598 1.492
H -5.838 4.200 -0.825
H -3.785 3.296 -1.829
H -1.374 4.195 -0.555
H -0.523 5.935 -2.090
H -0.022 5.366 -4.444
H -0.273 3.039 -5.232
H -1.048 1.282 -3.687
H -3.541 -3.223 -2.232
H -5.597 -4.334 -1.469
H -6.425 -3.987 0.829
H -5.220 -2.471 2.365
H -3.166 -1.326 1.599
H 0.272 -0.561 -2.689
H 1.720 -1.810 -4.248
H 1.551 -4.270 -4.388
H -0.096 -5.481 -3.008
H -1.599 -4.243 -1.500
C 1.564 -4.451 7.039
O 1.813 -5.663 6.349
C 2.510 -5.621 5.203
C 3.168 -4.486 4.721
C 3.779 -4.520 3.483
C 3.756 -5.685 2.706
C 3.213 -6.851 3.256
C 2.582 -6.814 4.476
N 4.273 -5.785 1.404
N 4.352 -4.838 0.603
C 3.664 -3.635 0.602
C 4.378 -2.480 0.318
C 3.806 -1.209 0.386
C 2.456 -1.077 0.660
O 1.781 0.047 0.813
C 1.681 -2.249 0.792
N 0.349 -1.997 0.959
C -0.422 -3.042 1.252
C 0.045 -4.353 1.250
C 1.363 -4.618 0.955
C 2.247 -3.541 0.786
H 0.825 -4.687 7.799
H 1.163 -3.691 6.363
H 2.467 -4.072 7.523
H 3.222 -3.583 5.315
H 4.318 -3.652 3.129
H 3.264 -7.768 2.683
H 2.125 -7.696 4.905
H 5.433 -2.587 0.104
H 4.402 -0.321 0.224
H -1.456 -2.839 1.484
H -0.649 -5.154 1.464
H 1.708 -5.638 0.868
C 2.902 3.494 -1.668
N 2.058 3.362 -0.479
C 2.145 4.255 0.533
C 1.424 4.127 1.671
C 0.562 3.002 1.775
N 0.459 2.145 0.761
C 1.221 2.270 -0.361
O 1.127 1.421 -1.249
N -0.177 2.790 2.867
H 2.827 4.504 -2.065
H 2.554 2.787 -2.412
H 3.939 3.275 -1.418
H 2.833 5.076 0.383
H 1.512 4.839 2.477
H -0.076 3.371 3.680
H -0.710 1.943 2.942
```

For the HOMO energy (spin up / spin down), the calculation gives -11.20 / -11.24 eV. The value obtained for the orbital gap (spin up / spin down) is 4.95 / 5.81 eV. The net charge is +2. As for the spin multiplicity: 4.